No. 1
DFT (the ωB97M-V functional and the def2-TZVPD basis) results for a cluster of 9 separate species, C35H52O27 in total in a non-equilibrium geometry.

```
114
Properties=species:S:1:pos:R:3:mulliken_charge:R:1
O 2.94 -3.64 -2.80 -0.441
O 4.41 -2.00 -2.67 -0.383
O 2.15 2.43 -0.77 -0.607
O 4.42 7.51 3.41 -0.601
O 1.16 2.48 -4.73 -0.279
O 3.94 5.31 3.18 -0.363
O -5.68 -0.64 4.72 -0.358
O -1.49 -0.65 -2.72 -0.001
O 0.28 -0.20 -4.09 -0.506
O 0.99 0.41 -0.85 0.134
O -3.81 -0.03 5.72 -0.420
O 4.75 -3.61 -4.26 -0.598
O 2.85 -5.03 1.13 -0.558
O -4.13 3.32 1.36 -0.359
O -4.75 1.25 0.98 -0.580
O -4.49 2.02 3.04 -0.130
O 0.82 2.31 -6.93 -0.639
O 2.84 2.44 -5.94 -0.395
O 2.68 -2.91 1.94 -0.016
O -1.88 0.28 -4.65 -0.368
O -5.76 1.05 6.24 -0.572
O -2.43 -4.75 -2.97 -0.379
O 1.08 1.47 1.06 -0.223
O -0.85 -3.49 -1.75 -0.457
O 3.33 6.66 1.65 -0.353
O 3.71 -4.47 3.11 -0.369
O -0.65 -3.91 -3.93 -0.170
C -4.73 -1.66 4.41 0.373
C -1.11 0.56 1.84 -1.793
C -3.51 0.19 -1.73 -2.408
C -3.19 0.14 -4.07 -0.608
C 0.31 0.24 1.22 1.201
C 3.88 -3.32 3.86 0.364
C 1.54 2.34 -5.95 0.713
C -3.43 -0.90 4.70 0.209
C -5.11 0.23 5.63 0.728
C 2.29 2.60 -3.92 0.012
C 2.47 -2.83 -1.76 0.859
C 3.91 6.55 2.82 0.634
C -0.66 -5.43 -5.84 -1.553
C 5.33 -2.94 4.16 -1.344
C -2.78 2.89 4.24 -1.063
C 2.52 5.52 1.40 -0.122
C -2.90 -0.67 -2.84 1.197
C 4.10 -3.15 -3.31 0.513
C -1.32 -3.94 -2.80 0.485
C -4.52 2.15 1.78 0.566
C 1.45 1.54 -0.27 0.174
C -4.83 -1.95 2.89 -1.312
C 0.13 -0.32 -0.13 1.319
C 3.01 -4.19 1.99 0.466
C 3.08 -2.21 3.15 -0.481
C -1.41 -4.39 -4.98 0.452
C -0.91 -0.17 -3.84 0.340
C 2.97 4.54 2.43 0.587
C 1.99 3.73 3.41 -1.160
C 4.86 2.62 -4.60 -1.419
C 3.48 1.98 -4.79 0.404
C -4.04 4.22 2.44 -0.496
C -2.70 -4.86 -4.34 -0.404
C 3.63 -1.96 -1.56 0.291
C -4.11 3.26 3.61 0.323
H 3.42 -3.42 4.84 0.267
H -4.77 3.47 4.46 0.326
H 1.36 3.02 2.88 0.131
H 2.59 5.28 0.34 0.230
H -2.84 0.93 -1.28 0.513
H -2.63 -1.54 5.08 0.450
H 5.72 2.21 -5.12 0.354
H 0.25 -4.87 -6.06 0.392
H 3.50 3.76 1.90 0.073
H -3.07 -0.19 3.96 -0.341
H 1.56 -2.38 -2.15 -0.407
H -4.57 0.45 -1.66 0.602
H -2.89 1.97 4.81 0.153
H 1.46 5.55 1.69 0.201
H 1.36 4.36 4.05 0.383
H -1.79 -0.27 2.02 0.416
H 0.40 -1.38 -0.13 0.244
H 2.16 -1.90 3.66 0.324
H -3.85 1.01 -4.01 0.357
H -4.88 4.90 2.36 0.280
H 5.82 -3.81 4.58 0.356
H 4.97 2.46 -3.53 0.327
H -3.10 4.77 2.45 0.323
H -0.90 -0.26 -0.49 -1.357
H 2.39 -3.33 -0.79 0.024
H 2.56 3.65 -3.80 0.372
H -1.69 1.26 1.23 0.284
H -1.98 2.71 3.52 0.151
H 4.69 3.66 -4.88 0.351
H -2.34 3.71 4.81 0.520
H 0.85 -0.46 1.85 -0.471
H 5.28 -2.12 4.89 0.368
H 5.71 -2.62 3.19 0.339
H 3.16 -0.97 -1.52 -0.019
H -1.59 -3.52 -5.62 0.251
H 2.20 2.05 -2.98 -0.148
H -3.34 -1.66 -2.78 0.164
H -3.80 -0.52 -4.69 0.328
H -1.20 -5.97 -6.61 0.375
H -4.05 -2.61 2.51 0.408
H -4.87 -1.04 2.29 0.236
H -3.30 -0.36 -0.81 0.408
H -3.60 -4.29 -4.60 0.237
H 3.69 0.92 -4.69 0.318
H -0.95 1.01 2.82 0.609
H -2.92 -5.88 -4.65 0.331
H 4.16 -2.24 -0.65 0.081
H -4.76 -2.59 4.98 0.316
H -5.70 -2.58 2.69 0.401
H 2.52 3.05 4.06 0.384
H 3.74 -1.38 2.88 0.314
H -0.25 -6.05 -5.04 0.416
```

The HOMO-LUMO gap is 9.53 eV. The SMILES is C[C@H]1COC(=O)O1.C[C@H]1COC(=O)O1.C[C@H]1COC(=O)O1.C[C@H]1COC(=O)O1.C[C@H]1COC(=O)O1.C[C@H]1COC(=O)O1.C[C@H]1COC(=O)O1.C[C@H]1COC(=O)O1.O=C1OCCO1. For the LUMO energy, the calculation gives -0.4 eV. The electronic energy comes out at -92417.3892 eV.

No. 2
DFT (the ωB97M-V functional and the def2-TZVPD basis) results for a structure of composition C35H52O2P4Sc in a non-equilibrium geometry.

```
94
Properties=species:S:1:pos:R:3:mulliken_charge:R:1
Sc -0.65 0.86 -0.17 -1.085
P 0.99 -1.15 -1.53 1.344
P -1.44 2.75 2.69 1.255
P 1.15 -0.80 1.67 1.114
P -2.13 -1.38 0.08 1.385
O -1.01 2.15 -1.66 -0.971
O -1.06 1.73 1.56 1.644
C -3.75 -0.90 0.76 -1.258
C -0.31 1.70 -5.20 -0.704
C 1.59 2.75 -4.14 -0.901
C 2.22 5.18 4.18 -0.643
C -2.73 3.82 2.04 0.122
C -1.03 1.77 -4.01 -0.641
C 0.44 -0.76 3.36 -0.907
C -2.59 4.02 -4.39 -0.495
C -3.54 0.00 4.85 -0.862
C -0.39 2.24 -2.84 1.088
C -4.81 5.41 1.02 -0.554
C -0.07 5.07 3.39 -0.692
C 0.53 -1.02 -3.30 -1.243
C 1.93 -2.47 1.63 -1.419
C -1.75 0.81 6.28 -0.758
C -1.50 4.80 -4.28 -0.473
C -2.07 1.78 4.06 -0.102
C 1.00 2.14 -5.26 -0.583
C 2.67 0.21 1.90 -1.419
C 2.74 -0.56 -1.63 -1.422
C -2.85 4.03 0.66 -0.429
C 1.32 -2.97 -1.48 -1.490
C 0.03 3.68 3.21 0.138
C -3.89 4.81 0.15 -0.655
C -3.17 0.92 3.86 -0.426
C -1.79 -2.89 1.07 -1.201
C -4.67 5.25 2.40 -0.703
C -1.38 1.73 5.28 -0.440
C -3.65 4.44 2.92 -0.325
C -2.82 -0.06 6.04 -0.523
C 2.34 3.80 3.97 -0.835
C 1.01 5.82 3.87 -0.751
C 0.89 2.84 -2.94 -0.058
C 1.26 3.06 3.51 0.082
C -2.61 -2.13 -1.52 -1.281
H 0.69 -1.68 3.91 0.578
H 1.36 1.97 3.40 0.151
H -3.10 -0.79 6.81 0.445
H -3.97 0.12 0.44 0.332
H -2.62 3.25 -5.17 0.314
H 0.81 0.11 3.93 0.549
H -3.60 -2.60 -1.45 0.532
H -1.57 -2.63 2.11 0.276
H 3.39 -1.13 -0.94 0.472
H 2.58 3.18 -4.25 0.546
H -3.99 4.95 -0.93 0.456
H -4.39 -0.67 4.70 0.470
H -0.92 -3.44 0.69 0.214
H -5.35 5.74 3.10 0.447
H 1.59 2.08 -6.17 0.523
H -2.66 -1.35 -2.28 0.321
H -3.74 0.99 2.93 0.811
H 1.58 -3.31 -2.49 0.501
H 2.78 0.51 -1.37 0.262
H -1.32 5.58 -3.54 0.286
H -1.21 0.79 7.22 0.470
H -5.62 6.02 0.61 0.433
H 0.87 -0.05 -3.69 0.135
H 3.05 5.75 4.60 0.425
H -3.52 4.15 -3.84 0.335
H -2.10 1.53 -3.97 0.759
H 2.97 0.21 2.96 0.472
H -0.73 4.70 -5.05 0.279
H -1.03 5.57 3.19 0.441
H -3.75 -0.91 1.85 0.201
H -2.64 -3.59 1.09 0.527
H -4.55 -1.56 0.40 0.581
H 0.89 6.89 4.02 0.448
H 3.28 3.29 4.21 0.448
H -2.12 3.59 -0.04 0.235
H -0.78 1.32 -6.12 0.459
H 1.00 -1.83 -3.86 0.622
H 0.41 -3.51 -1.14 0.332
H -1.89 -2.88 -1.86 0.328
H 1.25 -3.20 1.18 0.370
H 2.18 -2.80 2.65 0.575
H -3.56 4.29 4.00 0.458
H 2.46 1.23 1.58 0.197
H 2.15 -3.20 -0.81 0.460
H 2.86 -2.44 1.04 0.371
H -0.56 -1.08 -3.41 0.290
H 3.10 -0.69 -2.66 0.547
H -0.55 2.42 5.44 0.492
H 1.02 1.76 -0.42 -0.023
H 1.31 3.26 -2.02 0.583
H -0.66 -0.69 3.30 -0.196
H 3.49 -0.19 1.29 0.540
```

The HOMO-LUMO gap (alpha / beta) is 5.40 / 4.17 eV. For the LUMO energy (alpha / beta), the calculation gives -10.9 / -12.1 eV. The charge is +3. The electronic energy comes out at -99065.0000 eV.

No. 3
DFT (the ωB97M-V functional and the def2-TZVPD basis) results for a cluster of 12 separate species, C35H53Cl10F3N4O4 in total in a non-equilibrium geometry.

```
109
Properties=species:S:1:pos:R:3:mulliken_charge:R:1
Cl 11.15 -14.61 -35.81 -0.129
Cl 7.85 -12.61 -34.76 -0.161
Cl 11.68 -10.75 -32.13 -0.178
Cl 6.46 -16.46 -26.42 -0.170
Cl 7.90 -16.76 -28.91 0.032
Cl 13.80 -15.84 -35.86 -0.181
Cl 13.17 -18.36 -30.07 -0.171
Cl 6.62 -12.44 -32.06 -0.174
Cl 10.38 -13.38 -32.65 0.033
Cl 11.86 -20.98 -29.89 -0.183
F 4.84 -16.06 -30.61 -0.035
F 10.61 -16.65 -32.07 -0.342
F 4.08 -12.71 -37.67 -0.357
O 3.89 -17.75 -34.99 -0.644
O 5.64 -21.66 -32.57 -0.600
O 7.17 -23.16 -37.16 -0.673
O 11.63 -11.66 -28.43 -0.618
N 6.17 -23.27 -35.14 -0.054
N 12.23 -13.84 -28.34 -0.125
N 5.48 -20.72 -30.51 0.017
N 3.88 -19.55 -33.63 0.232
C 13.41 -12.21 -26.93 -1.000
C 8.19 -21.95 -35.37 -0.960
C 12.33 -12.55 -27.97 0.631
C 8.00 -18.13 -34.07 -0.248
C 4.75 -16.08 -36.53 0.163
C 1.55 -14.64 -31.22 -0.563
C 5.06 -19.72 -35.73 -0.819
C 6.78 -15.13 -37.44 -0.497
C 10.16 -11.69 -32.17 -0.497
C 2.57 -15.21 -33.34 -0.682
C 6.08 -13.97 -37.72 -0.673
C 8.36 -16.07 -32.22 -0.813
C 1.49 -14.70 -32.62 -0.627
C 6.91 -17.38 -33.61 2.259
C 12.24 -15.78 -35.03 0.246
C 5.07 -24.07 -35.68 -0.918
C 6.10 -16.20 -36.88 -0.302
C 4.75 -13.84 -37.39 0.407
C 4.23 -18.91 -34.76 0.667
C 4.07 -14.91 -36.81 -0.596
C 4.83 -23.04 -30.78 -1.256
C 3.13 -19.01 -32.53 -0.755
C 11.26 -14.35 -29.29 -0.580
C 9.41 -16.85 -32.65 -0.292
C 3.71 -15.55 -32.66 0.599
C 7.13 -22.83 -35.98 0.803
C 6.84 -17.55 -27.74 -0.357
C 6.39 -12.83 -33.77 0.580
C 7.08 -16.33 -32.70 0.118
C 9.26 -17.88 -33.56 -1.021
C 5.35 -21.73 -31.38 0.605
C 6.14 -19.45 -30.76 -0.281
C 3.75 -15.61 -31.29 0.570
C 11.65 -19.28 -30.32 0.389
C 2.68 -15.12 -30.57 -0.645
H 5.91 -17.53 -34.00 -1.440
H 5.22 -19.19 -36.66 0.441
H 6.62 -17.13 -36.70 0.215
H 12.44 -15.46 -34.01 0.060
H 0.71 -14.27 -30.64 0.411
H 4.56 -23.48 -36.44 0.283
H 11.80 -14.77 -30.13 0.276
H 8.21 -20.95 -35.80 0.132
H 14.22 -11.69 -27.43 0.248
H 3.03 -14.73 -36.55 0.549
H 9.77 -11.67 -31.16 0.314
H 5.88 -17.78 -28.20 0.115
H 3.79 -18.55 -31.80 -0.030
H 6.11 -22.81 -34.24 0.196
H 9.57 -11.15 -32.90 0.313
H 4.77 -23.00 -29.70 0.405
H 4.58 -15.83 -33.25 -0.240
H 11.67 -16.71 -35.03 -0.005
H 5.57 -18.65 -30.29 -0.182
H 2.50 -19.78 -32.10 0.329
H 5.50 -24.95 -36.15 0.285
H 5.60 -12.22 -34.19 0.469
H 11.38 -19.20 -31.36 -0.153
H 6.21 -19.27 -31.83 -0.054
H 2.70 -15.14 -29.48 0.464
H 5.55 -23.80 -31.07 0.286
H 10.63 -13.54 -29.65 0.112
H 4.36 -24.28 -34.88 0.345
H 12.91 -11.57 -26.21 0.299
H 10.90 -18.80 -29.71 0.091
H 4.58 -20.66 -36.02 0.347
H 9.14 -22.44 -35.60 0.447
H 10.66 -15.16 -28.87 0.192
H 12.69 -14.55 -27.79 0.250
H 13.74 -13.11 -26.41 0.310
H 8.11 -21.90 -34.28 0.221
H 7.77 -18.91 -34.78 -0.069
H 2.44 -18.24 -32.88 0.457
H 6.58 -13.09 -38.12 0.416
H 2.54 -15.28 -34.41 0.404
H 4.36 -20.43 -33.49 -0.168
H 10.15 -18.49 -33.73 0.527
H 7.23 -18.52 -27.43 0.387
H 3.88 -23.29 -31.23 0.270
H 4.20 -16.91 -36.10 0.313
H 6.20 -15.84 -32.32 -0.151
H 7.17 -19.44 -30.40 0.458
H 6.10 -13.87 -33.84 -0.690
H 8.53 -15.33 -31.46 1.401
H 7.85 -15.27 -37.53 0.434
H 5.18 -20.89 -29.57 0.234
H 0.59 -14.45 -33.16 0.404
H 6.03 -19.92 -35.28 -0.103
```

The HOMO-LUMO gap is 8.43 eV. The SMILES is Fc1ccccc1.Fc1ccccc1.Fc1ccccc1.CNC(C)=O.CNC(C)=O.CNC(C)=O.CNC(C)=O.ClCCl.ClCCl.ClCCl.ClCCl.ClCCl. For the LUMO energy, the calculation gives -0.3 eV. The electronic energy comes out at -184683.0256 eV.

No. 4
DFT (the ωB97M-V functional and the def2-TZVPD basis) results for a cluster of 6 separate species, C35H53ClF5N8 in total in a non-equilibrium geometry.

```
102
Properties=species:S:1:pos:R:3:mulliken_charge:R:1
Cl -1.79 -7.78 -2.54 -0.207
F 0.90 2.75 0.18 -0.089
F 1.38 2.98 2.34 -0.187
F 2.84 -3.34 0.31 -0.356
F 2.77 3.60 0.82 -0.302
F 1.86 -2.16 -1.31 -0.322
N -1.53 -4.26 1.78 -0.316
N -3.67 -4.05 -3.38 -0.483
N -3.04 7.37 0.88 -0.447
N -2.96 -0.23 0.68 -0.583
N -1.75 0.31 -5.90 -0.507
N 4.45 0.06 5.07 -0.457
N 0.73 -3.32 1.98 -0.232
N 0.20 -5.46 2.70 -0.176
C 2.60 -1.04 0.59 -0.442
C 4.53 0.08 1.50 -0.938
C -0.53 -5.95 -1.00 -1.269
C 3.87 1.29 1.55 -0.850
C -1.56 0.37 -2.40 0.660
C -1.47 1.89 -2.38 -1.139
C -2.94 2.96 2.12 -0.823
C -1.68 -3.68 0.40 -0.956
C -2.49 0.73 1.10 0.228
C 1.85 2.65 1.12 0.848
C -2.08 7.35 0.26 0.288
C 4.92 1.02 5.49 0.272
C 4.44 3.26 6.46 -0.509
C -0.85 7.32 -0.53 -0.630
C -0.07 6.02 -0.32 -0.087
C 0.47 5.86 1.10 0.119
C 0.60 -2.66 0.67 -0.700
C 5.51 2.25 6.02 -0.418
C 2.56 1.31 1.10 -0.102
C 1.97 -2.31 0.04 1.606
C 0.31 -4.65 -1.00 -0.863
C 3.61 3.80 5.30 -0.951
C -3.89 -3.16 -5.82 -0.438
C -1.89 1.96 1.63 0.980
C -2.81 -3.72 -6.75 -0.537
C -0.19 -4.35 2.17 0.224
C -0.34 -3.42 -0.30 1.090
C -3.78 -3.68 -4.46 0.313
C -3.82 3.50 0.99 -1.039
C 1.94 0.18 0.64 0.095
C -0.77 -0.27 -3.55 0.059
C -1.40 -3.29 -6.37 -0.588
C -1.52 -6.02 -2.19 -0.056
C 3.91 -1.06 1.03 -0.790
C -1.32 0.06 -4.86 -0.061
H 6.14 2.00 6.88 0.309
H -2.00 2.30 -1.52 0.071
H -0.35 5.80 1.83 0.269
H -4.51 4.25 1.38 0.379
H -2.45 -5.50 -1.98 0.241
H 4.24 4.26 4.55 0.298
H 5.57 0.07 1.83 0.387
H -1.16 -0.01 -1.45 -0.753
H 3.78 2.81 7.21 0.307
H -0.56 -2.68 -1.09 -0.170
H -1.91 2.33 -3.28 0.486
H 1.05 4.95 1.18 -0.734
H -3.03 -3.38 -7.77 0.328
H -1.02 -6.20 -0.04 0.260
H -2.09 -3.72 2.43 0.334
H -0.99 -5.64 -3.07 0.046
H -0.22 8.18 -0.27 0.332
H 3.03 3.00 4.83 0.174
H 1.11 6.70 1.37 0.412
H -3.57 2.50 2.88 0.363
H 2.90 4.55 5.66 0.395
H -2.86 -4.82 -6.78 0.319
H -1.11 7.42 -1.58 0.326
H 4.36 2.19 1.91 0.585
H -0.48 -6.16 2.96 0.331
H 0.77 6.00 -1.01 0.390
H -3.21 3.98 0.22 0.125
H -1.32 -2.20 -6.35 0.086
H -1.23 1.69 2.45 0.433
H -3.83 -2.07 -5.80 0.258
H -0.78 -1.35 -3.43 -0.021
H -2.18 -2.70 0.54 0.338
H 0.17 -6.78 -1.17 0.629
H 4.94 4.10 6.95 0.327
H -4.41 2.71 0.53 0.370
H 1.19 -5.69 2.81 0.299
H 0.92 0.27 0.27 0.264
H -2.60 0.07 -2.45 0.462
H -0.70 5.16 -0.57 -0.060
H -1.27 2.41 0.86 -0.728
H 0.61 -2.63 2.72 0.337
H 0.28 0.04 -3.50 0.474
H 0.10 -1.70 0.84 0.654
H 0.48 -4.39 -2.05 0.440
H 4.52 -1.96 1.01 0.511
H -2.42 3.79 2.59 0.328
H -2.38 -4.29 -0.18 0.239
H -1.12 -3.68 -5.39 0.020
H -0.43 2.23 -2.32 0.286
H 1.31 -4.91 -0.61 0.353
H 6.16 2.70 5.27 0.277
H -4.87 -3.42 -6.22 0.310
H -0.68 -3.67 -7.10 0.372
```

The HOMO-LUMO gap is 8.48 eV. For the LUMO energy, the calculation gives -4.0 eV. The charge is +1. The electronic energy comes out at -75179.3787 eV.